Below is 3 unconnected molecules or ions with the total composition C17H18F6O10S, with properties calculated with ωB97M-V/def2-TZVPD.

Properties
* spin multiplicity: 1
* charge: 0

Last columns: bonded neighbours and bond lengths (Å).
Cartesian coordinates (Å):
1 S -4.923 -2.025 4.175  O8 1.602, O9 1.410, O16 1.633, O17 1.410
2 F -0.869 3.715 0.062  C34 1.340
3 F 0.756 -1.383 -5.522  C21 1.332
4 F 2.049 -0.684 -7.088  C21 1.337
5 F 1.256 0.709 -5.641  C21 1.343
6 F 1.181 3.305 0.563  C34 1.334
7 F 0.713 4.367 -1.250  C34 1.339
8 O -5.760 -0.745 3.698  S1 1.602, C25 1.429
9 O -4.821 -3.035 3.195  S1 1.410
10 O 2.943 -1.453 -3.912  C31 1.194
11 O -0.795 2.090 -2.070  C20 1.442, C33 1.325
12 O -1.516 0.830 6.664  C32 1.207
13 O 0.993 1.131 -1.114  C33 1.196
14 O -3.096 0.792 5.041  C30 1.392, C32 1.383
15 O 3.994 -0.062 -5.329  C29 1.441, C31 1.326
16 O -3.446 -1.330 4.206  S1 1.633, C30 1.417
17 O -5.252 -2.379 5.499  S1 1.410
18 C 0.749 0.455 2.808  C22 1.374, C23 1.382, H39 1.085
19 C 5.912 -1.479 -4.790  C29 1.514, H40 1.089, H45 1.091, H46 1.089
20 C -0.990 0.922 -2.893  O11 1.442, C28 1.514, H44 1.089, H48 1.088
21 C 1.744 -0.532 -5.794  F3 1.332, F4 1.337, F5 1.343, C31 1.533
22 C 1.128 -0.864 2.876  C18 1.374, C27 1.373, H36 1.087
23 C -0.217 0.919 3.680  C18 1.382, C24 1.377, H35 1.086
24 C -0.747 0.025 4.583  C23 1.377, C26 1.375, C32 1.528
25 C -4.862 0.326 3.398  O8 1.429, C30 1.550, H38 1.103, H43 1.091
26 C -0.363 -1.293 4.662  C24 1.375, C27 1.379, H41 1.085
27 C 0.588 -1.749 3.775  C22 1.373, C26 1.379, H47 1.084
28 C -1.606 -0.215 -2.105  C20 1.514, H37 1.091, H49 1.089, H52 1.090
29 C 5.203 -0.163 -4.550  O15 1.441, C19 1.514, H42 1.088, H51 1.090
30 C -3.423 0.055 3.908  O14 1.392, O16 1.417, C25 1.550, H50 1.091
31 C 2.958 -0.762 -4.886  O10 1.194, O15 1.326, C21 1.533
32 C -1.820 0.566 5.526  O12 1.207, O14 1.383, C24 1.528
33 C 0.232 2.045 -1.232  O11 1.325, O13 1.196, C34 1.537
34 C 0.318 3.366 -0.453  F2 1.340, F6 1.334, F7 1.339, C33 1.537
35 H -0.580 1.943 3.679  C23 1.086
36 H 1.886 -1.223 2.184  C22 1.087
37 H -2.538 0.107 -1.638  C28 1.091
38 H -4.749 0.267 2.303  C25 1.103
39 H 1.171 1.141 2.081  C18 1.085
40 H 6.856 -1.508 -4.246  C19 1.089
41 H -0.831 -1.903 5.428  C26 1.085
42 H 5.837 0.661 -4.873  C29 1.088
43 H -5.259 1.334 3.524  C25 1.091
44 H -0.051 0.629 -3.360  C20 1.089
45 H 6.109 -1.616 -5.854  C19 1.091
46 H 5.304 -2.322 -4.465  C19 1.089
47 H 0.900 -2.788 3.790  C27 1.084
48 H -1.667 1.224 -3.690  C20 1.088
49 H -1.808 -1.064 -2.757  C28 1.089
50 H -2.827 0.209 3.007  C30 1.091
51 H 4.982 -0.008 -3.494  C29 1.090
52 H -0.944 -0.548 -1.306  C28 1.090

---

Below is a single C17H18N2O3S molecule, with properties calculated with ωB97M-V/def2-TZVPD.

Properties
* spin multiplicity: 1
* charge: 0

Last columns: bonded neighbours and bond lengths (Å).
Cartesian coordinates (Å):
1 S -6.460 0.982 -0.819  C10 1.737, C13 1.719
2 O -2.537 -2.387 0.108  C20 1.213
3 O 3.063 -2.129 -0.713  C21 1.209
4 O 2.983 2.313 -1.141  C11 1.398, H37 0.965
5 N -3.407 -0.678 -1.083  C12 1.451, C20 1.355, H32 1.007
6 N 3.431 0.110 -0.402  C11 1.449, C21 1.365, C22 1.443
7 C 5.436 -0.036 1.033  C8 1.522, C22 1.530, H25 1.092, H36 1.092
8 C 6.956 -0.110 1.014  C7 1.522, H24 1.088, H28 1.087, H41 1.087
9 C -6.842 0.265 1.607  C13 1.356, C15 1.414, H30 1.075
10 C -5.677 -0.462 -0.256  S1 1.737, C12 1.493, C15 1.360
11 C 2.688 1.336 -0.186  O4 1.398, N6 1.449, C17 1.508, H27 1.099
12 C -4.750 -1.224 -1.144  N5 1.451, C10 1.493, H29 1.093, H39 1.094
13 C -7.187 1.230 0.719  S1 1.719, C9 1.356, H33 1.072
14 C 0.085 1.555 -0.069  C17 1.379, C19 1.388, H40 1.079
15 C -5.972 -0.700 1.050  C9 1.414, C10 1.360, H38 1.075
16 C 0.064 -1.233 -0.469  C18 1.394, C23 1.380, H35 1.079
17 C 1.261 0.847 -0.203  C11 1.508, C14 1.379, C23 1.393
18 C -1.129 -0.523 -0.352  C16 1.394, C19 1.394, C20 1.497
19 C -1.111 0.855 -0.149  C14 1.388, C18 1.394, H31 1.081
20 C -2.413 -1.292 -0.398  O2 1.213, N5 1.355, C18 1.497
21 C 2.655 -1.006 -0.528  O3 1.209, N6 1.365, C23 1.487
22 C 4.874 0.076 -0.386  N6 1.443, C7 1.530, H26 1.094, H34 1.093
23 C 1.251 -0.531 -0.408  C16 1.380, C17 1.393, C21 1.487
24 H 7.376 0.782 0.553  C8 1.088
25 H 5.026 -0.934 1.500  C7 1.092
26 H 5.242 0.985 -0.871  C22 1.094
27 H 2.955 1.795 0.777  C11 1.099
28 H 7.287 -0.978 0.450  C8 1.087
29 H -4.674 -2.259 -0.800  C12 1.093
30 H -7.193 0.238 2.622  C9 1.075
31 H -2.040 1.393 -0.019  C19 1.081
32 H -3.263 0.243 -1.464  N5 1.007
33 H -7.827 2.078 0.864  C13 1.072
34 H 5.178 -0.797 -0.970  C22 1.093
35 H 0.052 -2.303 -0.603  C16 1.079
36 H 5.116 0.828 1.620  C7 1.092
37 H 2.744 1.984 -2.016  O4 0.965
38 H -5.582 -1.542 1.593  C15 1.075
39 H -5.101 -1.202 -2.180  C12 1.094
40 H 0.095 2.621 0.095  C14 1.079
41 H 7.345 -0.189 2.026  C8 1.087

---

Below is a single C17H18N2O3S molecule, with properties calculated with ωB97M-V/def2-TZVPD.

Properties
* spin multiplicity: 1
* charge: 0

Last columns: bonded neighbours and bond lengths (Å).
Cartesian coordinates (Å):
1 S -3.293 3.022 -1.603  C17 1.739, C22 1.777
2 O 1.217 -5.307 0.700  N6 1.358, C12 1.340
3 O 1.545 -0.949 0.091  C14 1.435, C16 1.334
4 O 1.838 -1.836 -1.947  C16 1.204
5 N -1.261 2.244 -0.200  C22 1.274, C23 1.366
6 N 0.518 -4.779 1.737  O2 1.358, C11 1.305
7 C -0.577 4.339 0.885  C20 1.379, C23 1.391, H27 1.078
8 C -2.276 0.401 -1.471  C21 1.527, C22 1.485, H29 1.095, H34 1.094
9 C -2.719 5.553 -0.489  C17 1.384, C18 1.382, H31 1.079
10 C 0.317 -2.634 2.900  C11 1.483, H26 1.086, H32 1.088, H40 1.089
11 C 0.880 -3.531 1.862  N6 1.305, C10 1.483, C19 1.425
12 C 2.017 -4.370 0.172  O2 1.340, C15 1.481, C19 1.372
13 C 0.204 -0.092 -1.631  C16 1.509, C21 1.532, H24 1.090, H37 1.090
14 C 2.490 -1.875 0.647  O3 1.435, C19 1.490, H33 1.092, H36 1.094
15 C 2.866 -4.719 -0.990  C12 1.481, H25 1.089, H38 1.086, H39 1.089
16 C 1.285 -1.058 -1.213  O3 1.334, O4 1.204, C13 1.509
17 C -2.459 4.202 -0.635  S1 1.739, C9 1.384, C23 1.412
18 C -1.900 6.286 0.348  C9 1.382, C20 1.393, H30 1.079
19 C 1.859 -3.205 0.879  C11 1.425, C12 1.372, C14 1.490
20 C -0.842 5.685 1.026  C7 1.379, C18 1.393, H41 1.080
21 C -1.132 -0.493 -0.998  C8 1.527, C13 1.532, H28 1.090, H35 1.092
22 C -2.141 1.806 -1.011  S1 1.777, N5 1.274, C8 1.485
23 C -1.390 3.581 0.048  N5 1.366, C7 1.391, C17 1.412
24 H 0.468 0.909 -1.290  C13 1.090
25 H 2.742 -3.965 -1.765  C15 1.089
26 H -0.500 -3.134 3.410  C10 1.086
27 H 0.238 3.862 1.404  C7 1.078
28 H -1.044 -0.419 0.086  C21 1.090
29 H -3.226 0.008 -1.094  C8 1.095
30 H -2.084 7.341 0.477  C18 1.079
31 H -3.540 6.015 -1.015  C9 1.079
32 H -0.039 -1.713 2.443  C10 1.088
33 H 2.806 -1.420 1.587  C14 1.092
34 H -2.338 0.392 -2.563  C8 1.094
35 H -1.363 -1.528 -1.260  C21 1.092
36 H 3.340 -1.976 -0.035  C14 1.094
37 H 0.134 -0.108 -2.719  C13 1.090
38 H 2.576 -5.694 -1.371  C15 1.086
39 H 3.916 -4.748 -0.699  C15 1.089
40 H 1.088 -2.377 3.626  C10 1.089
41 H -0.219 6.286 1.672  C20 1.080

---

Below is a single C17H18N2O3S molecule, with properties calculated with ωB97M-V/def2-TZVPD.

Properties
* spin multiplicity: 1
* charge: 0

Last columns: bonded neighbours and bond lengths (Å).
Cartesian coordinates (Å):
1 S 1.333 2.367 0.566  O2 1.431, O4 1.432, N5 1.659, C14 1.792
2 O 1.330 2.631 1.972  S1 1.431
3 O -4.932 -1.847 0.696  C12 1.206
4 O 1.564 3.433 -0.362  S1 1.432
5 N 2.520 1.235 0.312  S1 1.659, C11 1.439, H38 1.007
6 N -3.717 -0.418 -0.612  C12 1.376, C18 1.438, C20 1.380
7 C 2.693 -3.751 0.792  C15 1.385, C19 1.384, H32 1.080
8 C -1.981 0.112 0.761  C20 1.405, C21 1.376, C23 1.493
9 C -1.967 1.152 -1.443  C16 1.388, C20 1.386, H25 1.078
10 C 2.309 -1.510 -0.821  C13 1.389, C17 1.390, C22 1.502
11 C 2.912 0.904 -1.033  N5 1.439, C22 1.540, H35 1.091, H41 1.095
12 C -3.978 -1.127 0.538  O3 1.206, N6 1.376, C23 1.522
13 C 1.324 -1.918 0.070  C10 1.389, C19 1.385, H40 1.081
14 C -0.218 1.571 0.151  S1 1.792, C16 1.381, C21 1.388
15 C 3.680 -3.354 -0.096  C7 1.385, C17 1.383, H37 1.080
16 C -0.781 1.782 -1.092  C9 1.388, C14 1.381, H39 1.078
17 C 3.489 -2.242 -0.894  C10 1.390, C15 1.383, H31 1.081
18 C -4.576 -0.445 -1.765  N6 1.438, H30 1.092, H33 1.092, H34 1.089
19 C 1.514 -3.031 0.871  C7 1.384, C13 1.385, H24 1.080
20 C -2.553 0.316 -0.506  N6 1.380, C8 1.405, C9 1.386
21 C -0.805 0.743 1.098  C8 1.376, C14 1.388, H36 1.078
22 C 2.129 -0.270 -1.649  C10 1.502, C11 1.540, H27 1.092, H28 1.091
23 C -2.856 -0.828 1.522  C8 1.493, C12 1.522, H26 1.091, H29 1.091
24 H 0.739 -3.338 1.558  C19 1.080
25 H -2.415 1.314 -2.411  C9 1.078
26 H -3.264 -0.386 2.432  C23 1.091
27 H 2.508 -0.435 -2.660  C22 1.092
28 H 1.071 -0.011 -1.713  C22 1.091
29 H -2.350 -1.751 1.808  C23 1.091
30 H -4.040 -0.829 -2.635  C18 1.092
31 H 4.260 -1.937 -1.587  C17 1.081
32 H 2.842 -4.619 1.416  C7 1.080
33 H -4.955 0.555 -1.985  C18 1.092
34 H -5.410 -1.106 -1.533  C18 1.089
35 H 2.759 1.816 -1.613  C11 1.091
36 H -0.338 0.630 2.063  C21 1.078
37 H 4.600 -3.915 -0.166  C15 1.080
38 H 2.486 0.462 0.957  N5 1.007
39 H -0.283 2.455 -1.771  C16 1.078
40 H 0.398 -1.362 0.130  C13 1.081
41 H 3.980 0.665 -1.029  C11 1.095

---

Calculated ΔE to the lowest compared entry with this formula, charge and spin in order - 0.0; 0.0; 117.5; 50.2 kJ/mol
Calculated maximum force in order - 2.42; 0.63; 1.29; 0.96 eV/A